{"formula": "CH6NO2", "method": "the ωB97M-V functional and the def2-TZVPD basis", "charge": -1, "max_force_ha_per_bohr": 0.025, "molar_mass_g_mol": 64.06, "homo_ev": -3.123, "homo_lumo_gap_ha": 0.284, "relative_energy_kj_mol": 24.3, "e_tot_ev": -6719.579, "symbols": ["O", "H", "N", "H", "O", "H", "C", "H", "H", "H"], "positions_angstrom": [[-0.243, -0.421, -0.558], [-1.434, -0.218, 1.776], [-1.175, 0.668, 1.361], [-2.283, -0.202, -0.174], [2.382, -0.527, -0.672], [-1.419, 1.248, -0.689], [-1.291, 0.282, -0.132], [1.419, -0.301, -0.611], [2.711, 0.302, -0.988], [-0.168, 0.714, 1.425]], "atomic_forces_ev_per_a": [[-0.25, -0.23, -0.14], [0.28, -0.07, 0.51], [-0.59, -0.12, -1.11], [-0.18, -0.39, -0.18], [0.11, -0.12, 0.16], [-0.01, -0.05, 0.23], [0.51, 1.02, 0.30], [-0.86, -0.68, 0.19], [0.68, 0.66, -0.33], [0.30, -0.02, 0.38]], "mulliken_charge": [-0.92, 0.26, -0.79, 0.28, -0.69, 0.18, -0.34, 0.45, 0.26, 0.31]}

---

{"formula": "CH6NO2", "method": "the ωB97M-V functional and the def2-TZVPD basis", "charge": 2, "max_force_ha_per_bohr": 0.021, "molar_mass_g_mol": 64.06, "multiplicity": 2, "s2": 0.753, "homo_ev": [-21.403, -21.402], "homo_lumo_gap_ha": [0.443, 0.166], "relative_energy_kj_mol": 69.1, "e_tot_ev": -6696.431, "symbols": ["H", "O", "N", "H", "H", "H", "H", "C", "O", "H"], "positions_angstrom": [[-0.801, 0.947, 3.069], [-0.146, 0.893, -1.748], [0.711, -0.559, -0.317], [1.190, -1.409, -0.047], [-0.174, 1.108, -2.691], [0.174, -0.127, 0.424], [-1.645, -0.414, 2.813], [0.633, -0.094, -1.523], [-1.076, 0.283, 2.350], [1.133, -0.628, -2.330]], "atomic_forces_ev_per_a": [[-0.07, 0.06, -0.20], [0.18, 0.15, 0.02], [-0.14, -0.03, 0.61], [0.35, 0.05, -0.52], [-0.13, 0.37, -0.31], [0.14, 0.16, -0.44], [-0.14, 0.00, -0.12], [-0.27, -1.02, -0.03], [-0.13, 0.06, 0.94], [0.21, 0.20, 0.03]], "lowdin_spin": [0.01, 0.00, 0.00, 0.00, 0.00, 0.00, 0.01, 0.00, 0.98, 0.00]}

---

{"formula": "CH6NO4", "method": "the ωB97M-V functional and the def2-TZVPD basis", "charge": -1, "max_force_ha_per_bohr": 0.018, "molar_mass_g_mol": 96.06, "homo_ev": -4.956, "homo_lumo_gap_ha": 0.329, "relative_energy_kj_mol": 20.0, "e_tot_ev": -10817.256, "symbols": ["H", "O", "H", "H", "C", "H", "H", "O", "N", "O", "H", "O"], "positions_angstrom": [[-0.985, -2.265, -1.495], [0.035, 2.632, -2.070], [-0.246, 1.926, -1.444], [0.015, 0.162, 2.838], [0.200, 0.000, 0.830], [-0.148, 3.414, -1.525], [-0.116, -2.813, -0.403], [-0.725, -3.105, -1.103], [0.392, 0.712, 2.078], [0.292, -1.237, 0.911], [-0.048, 1.621, 2.027], [-0.072, 0.716, -0.160]], "atomic_forces_ev_per_a": [[0.04, 0.06, 0.12], [-0.62, 0.46, 0.52], [0.59, -0.22, -0.18], [0.15, 0.01, 0.04], [-0.42, 0.20, 0.46], [0.21, -0.21, -0.41], [-0.23, 0.33, 0.07], [0.15, -0.19, -0.09], [-0.11, -0.01, -0.23], [0.19, -0.32, -0.15], [0.02, -0.06, 0.01], [0.02, -0.06, -0.16]], "mulliken_charge": [0.31, -0.67, 0.47, 0.22, 0.56, 0.27, 0.40, -0.68, -0.58, -0.73, 0.21, -0.76]}

---

{"formula": "CH6NO4P2", "method": "the ωB97M-V functional and the def2-TZVPD basis", "charge": -1, "max_force_ha_per_bohr": 0.084, "molar_mass_g_mol": 158.01, "homo_ev": -3.637, "homo_lumo_gap_ha": 0.285, "relative_energy_kj_mol": 35.8, "e_tot_ev": -29395.789, "smiles": "N[C@@H](P(O)O)[P@H](=O)[O-]", "symbols": ["H", "H", "N", "H", "O", "P", "H", "O", "C", "O", "H", "H", "O", "P"], "positions_angstrom": [[0.245, 0.285, -2.291], [1.732, 0.688, 0.118], [-0.030, 1.906, -0.340], [-0.963, 1.701, -0.666], [-1.414, -0.447, 1.612], [0.054, -0.647, -1.186], [0.522, -2.037, 0.768], [0.850, -1.604, 1.544], [0.607, 0.672, -0.054], [-1.419, -0.845, -1.066], [0.328, 2.797, 0.085], [-1.552, -0.422, 0.683], [0.881, -1.887, -1.090], [0.157, -0.160, 1.885]], "atomic_forces_ev_per_a": [[0.12, -1.08, -0.39], [-1.26, 0.24, -0.81], [1.17, 0.66, -0.08], [-0.23, 1.15, 0.30], [-0.02, 0.52, 2.42], [0.85, 0.98, -1.05], [-0.06, -0.54, -1.52], [0.46, 0.65, 2.46], [1.10, -1.40, 3.95], [-1.15, 0.56, 0.42], [-1.30, -1.67, -0.70], [-0.86, -0.49, -2.32], [0.40, 0.21, -0.43], [0.78, 0.21, -2.25]], "mulliken_charge": [-0.02, 0.38, -0.51, 0.23, -0.42, 0.46, 0.38, -0.40, -0.36, -0.74, 0.18, 0.37, -0.73, 0.17]}

---

{"formula": "CH6NOPS", "method": "the ωB97M-V functional and the def2-TZVPD basis", "max_force_ha_per_bohr": 0.096, "molar_mass_g_mol": 111.11, "homo_ev": -8.870, "homo_lumo_gap_ha": 0.331, "relative_energy_kj_mol": 188.1, "e_tot_ev": -24795.595, "symbols": ["H", "S", "N", "H", "O", "P", "H", "H", "H", "C", "H"], "positions_angstrom": [[1.634, 0.448, 1.666], [-0.632, -0.709, 2.401], [1.700, -0.157, 0.892], [-0.738, -2.013, -0.833], [0.141, -1.709, -0.412], [0.087, -0.423, 0.630], [-1.736, 0.372, -1.214], [-0.400, 1.391, -1.883], [2.296, 0.142, 0.132], [-0.924, 1.015, -1.053], [-1.428, 1.643, -0.326]], "atomic_forces_ev_per_a": [[0.96, 0.95, 1.17], [-0.70, 0.37, -0.58], [-0.38, -0.52, -1.43], [2.00, 1.05, 1.27], [-1.58, -0.13, -0.18], [-1.11, -0.34, -3.05], [-0.75, -1.42, -1.13], [0.87, 0.36, -0.59], [-0.03, 0.17, 0.04], [0.02, -1.61, 4.69], [0.69, 1.12, -0.21]], "mulliken_charge": [0.23, -0.41, -0.51, 0.35, -0.52, 0.65, 0.31, 0.31, 0.26, -1.02, 0.35]}

---

{"formula": "CH6NOPS2", "method": "the ωB97M-V functional and the def2-TZVPD basis", "max_force_ha_per_bohr": 0.071, "molar_mass_g_mol": 143.17, "homo_ev": -8.979, "homo_lumo_gap_ha": 0.351, "relative_energy_kj_mol": 15.0, "e_tot_ev": -35632.790, "smiles": "CS[P@](N)(O)=S", "symbols": ["H", "S", "H", "H", "P", "O", "N", "H", "H", "C", "H", "S"], "positions_angstrom": [[-1.480, 1.530, 1.242], [-0.967, -1.864, 0.093], [1.298, -0.861, 1.807], [-2.377, 2.116, -0.252], [0.508, -0.732, -0.271], [1.319, -0.899, -1.586], [1.711, -0.995, 0.849], [0.881, -1.213, -2.393], [-1.859, 0.443, 0.222], [-1.635, 1.493, 0.244], [2.597, -0.440, 0.605], [0.003, 1.423, -0.560]], "atomic_forces_ev_per_a": [[0.15, 1.59, 3.27], [-0.80, -0.35, 0.01], [1.14, -0.04, -1.27], [0.35, 0.01, 0.26], [-0.87, 1.37, 0.73], [1.26, -0.50, -1.65], [0.86, 1.60, 0.15], [-0.08, 0.21, 0.52], [-1.15, -0.52, -0.74], [0.64, -1.54, -2.47], [-1.73, -0.99, 1.06], [0.24, -0.82, 0.14]], "mulliken_charge": [0.36, -0.40, 0.28, 0.31, 0.64, -0.53, -0.56, 0.36, 0.11, -0.66, 0.28, -0.17]}

---

{"formula": "CH6NOS", "method": "the ωB97M-V functional and the def2-TZVPD basis", "charge": 1, "max_force_ha_per_bohr": 0.049, "molar_mass_g_mol": 80.13, "homo_ev": -13.472, "homo_lumo_gap_ha": 0.332, "relative_energy_kj_mol": 24.7, "e_tot_ev": -15499.646, "symbols": ["C", "H", "H", "H", "H", "H", "N", "H", "S", "O"], "positions_angstrom": [[-0.688, 1.356, -1.068], [-0.317, 1.760, -1.998], [1.963, -2.329, 0.878], [0.231, -0.340, -1.504], [1.941, -1.495, 2.475], [-0.743, -0.455, -0.126], [-0.434, 0.118, -0.920], [-1.631, 1.531, 0.643], [0.980, -2.147, 1.801], [-1.303, 2.002, -0.180]], "atomic_forces_ev_per_a": [[0.51, -1.15, 0.02], [-0.22, 1.09, 0.17], [-0.60, -0.27, 0.00], [0.22, -0.33, -0.73], [-0.36, 0.18, 0.39], [0.25, 0.41, -0.12], [0.18, -2.04, 0.75], [0.63, 0.40, -1.24], [0.87, 0.14, -0.50], [-1.49, 1.58, 1.24]], "mulliken_charge": [0.37, 0.35, 0.18, 0.24, 0.20, 0.20, -0.17, 0.38, -0.37, -0.38]}

---

{"formula": "CH6NPS", "method": "the ωB97M-V functional and the def2-TZVPD basis", "max_force_ha_per_bohr": 0.015, "molar_mass_g_mol": 95.11, "homo_ev": -9.063, "homo_lumo_gap_ha": 0.326, "relative_energy_kj_mol": 185.2, "e_tot_ev": -22746.859, "smiles": "[H]/N=P\\[H].CS", "symbols": ["C", "H", "N", "H", "H", "H", "H", "P", "S", "H"], "positions_angstrom": [[-1.424, -0.541, -0.674], [-0.812, -1.182, -0.048], [4.072, 0.479, 0.155], [-1.639, 1.152, 0.973], [4.114, 1.068, 0.979], [1.690, 0.520, 0.436], [-1.140, -0.659, -1.714], [2.728, -0.016, -0.416], [-1.121, 1.204, -0.254], [-2.478, -0.768, -0.548]], "atomic_forces_ev_per_a": [[0.06, 0.34, 0.23], [-0.02, -0.13, -0.05], [0.72, 0.19, 0.17], [-0.03, 0.02, 0.17], [-0.14, 0.01, 0.05], [0.13, 0.01, 0.09], [-0.01, -0.07, -0.08], [-0.65, -0.23, -0.27], [-0.05, -0.01, -0.24], [-0.01, -0.12, -0.07]], "mulliken_charge": [-0.72, 0.26, -0.44, 0.12, 0.26, 0.02, 0.26, 0.18, -0.22, 0.30]}

---

{"formula": "CH6NPS", "method": "the ωB97M-V functional and the def2-TZVPD basis", "max_force_ha_per_bohr": 0.109, "molar_mass_g_mol": 95.11, "homo_ev": [-7.988, -7.889], "homo_lumo_gap_ha": [0.261, 0.254], "relative_energy_kj_mol": 801.9, "e_tot_ev": -22740.468, "symbols": ["P", "H", "N", "C", "H", "H", "H", "H", "H", "S"], "positions_angstrom": [[2.360, 0.284, 0.540], [0.683, -2.388, 0.868], [-0.884, 0.742, -0.011], [0.291, -1.952, 0.055], [-0.732, 1.643, -0.446], [-0.331, -2.386, -0.549], [1.674, 2.562, 0.039], [0.322, -0.203, -1.470], [-1.120, 1.088, 0.913], [0.500, -0.332, -0.187]], "atomic_forces_ev_per_a": [[-1.01, 2.07, -0.60], [1.22, -1.14, 2.89], [-0.18, 0.08, 0.29], [2.21, 5.12, 0.37], [0.56, 0.00, -0.92], [-3.40, -2.48, -3.36], [0.61, -2.23, 0.54], [0.01, 0.05, -1.34], [0.27, -0.89, 0.74], [-0.30, -0.57, 1.39]], "mulliken_charge": [-0.04, 0.37, -0.54, -0.84, 0.26, 0.31, -0.10, 0.19, 0.28, 0.10]}

---

{"formula": "CH6NS", "method": "the ωB97M-V functional and the def2-TZVPD basis", "charge": -1, "max_force_ha_per_bohr": 0.080, "molar_mass_g_mol": 64.13, "homo_ev": -2.323, "homo_lumo_gap_ha": 0.207, "relative_energy_kj_mol": 93.5, "e_tot_ev": -13459.538, "symbols": ["H", "H", "H", "C", "H", "H", "H", "S", "N"], "positions_angstrom": [[2.309, 0.105, -0.145], [0.158, 2.326, -0.448], [0.008, 0.925, 0.561], [0.788, 1.523, 0.114], [1.464, 0.138, -1.378], [-4.024, -4.006, -0.143], [1.061, 1.998, 0.968], [-3.571, -3.754, 1.134], [1.807, 0.745, -0.663]], "atomic_forces_ev_per_a": [[1.26, -1.08, 2.12], [1.63, -1.46, 0.22], [-0.55, -0.92, -0.29], [-2.49, -1.02, -3.11], [-1.10, 0.25, -0.59], [0.26, 0.15, 0.74], [2.30, 1.58, 2.18], [-0.25, -0.13, -0.74], [-1.07, 2.64, -0.53]], "mulliken_charge": [0.21, 0.23, 0.31, -0.77, 0.23, -0.06, 0.34, -0.94, -0.55]}